Here is C26H41I3O5 in the gas phase in a non-equilibrium geometry from the Open Molecules 2025 dataset. Energies are from ωB97M-V/def2-TZVPD.

```
! wB97M-V def2-TZVPD RIJCOSX def2/J DEFGRID3
* xyz 0 1
C 1.32255 0.63193 4.98630
C 0.17357 -0.21395 4.40727
C -0.38513 0.45717 3.11265
I -2.48873 0.85818 3.44439
C -0.10579 -0.33189 1.81271
O -0.98079 -1.42882 1.64975
C 1.36120 -0.92362 1.84607
C 1.42522 -2.44450 2.06765
C 2.88191 -2.91251 2.31523
C 2.83867 -4.41085 2.72999
C 2.99766 -5.35241 1.50975
C 4.39942 -5.28004 0.89143
C 4.38490 -5.84227 -0.55873
O 5.64553 -6.47441 -0.80347
C 6.49666 -5.62364 -1.55866
O -0.12793 0.50036 0.67266
C -1.34440 0.47558 -0.05894
C -1.43636 1.70305 -0.99846
C -1.72976 2.92425 -0.09503
C -0.46873 3.44358 0.59543
O 0.65538 3.16701 0.30312
I -0.89217 4.84034 2.23497
O -2.47246 1.36815 -1.89084
C -2.83157 2.35882 -2.84249
C -1.68491 3.25146 -3.34840
C -1.91182 3.72208 -4.82343
C -0.85664 3.04543 -5.73939
I -1.53769 5.86022 -5.00393
C -4.06836 3.15235 -2.35933
C -4.46039 4.36091 -2.90186
C -5.55557 5.00420 -2.37250
C -6.24546 4.48034 -1.31728
C -5.87009 3.26216 -0.78479
C -4.77961 2.61397 -1.30967
H 2.18294 0.68359 4.31492
H 0.95032 1.65827 5.10207
H 1.59850 0.29916 5.99014
H 0.42478 -1.26844 4.27033
H -0.61635 -0.18863 5.16223
H 0.09773 1.43174 3.00596
H -1.24017 -1.73430 2.52666
H 1.77826 -0.75597 0.84684
H 2.00137 -0.36942 2.53757
H 0.82506 -2.78624 2.91662
H 1.05624 -2.94816 1.17036
H 3.33218 -2.34464 3.13484
H 3.42400 -2.80125 1.37277
H 1.89496 -4.65259 3.23181
H 3.63688 -4.60825 3.45745
H 2.78219 -6.36828 1.86307
H 2.20310 -5.09784 0.79373
H 4.79019 -4.26077 0.82159
H 5.07419 -5.86310 1.52428
H 4.25566 -4.97406 -1.21623
H 3.58721 -6.57808 -0.69007
H 7.43687 -6.15375 -1.72269
H 6.72422 -4.68974 -1.02297
H 6.00276 -5.39137 -2.51192
H -1.35335 -0.40854 -0.70876
H -2.25143 0.47739 0.55078
H -0.44250 1.76324 -1.46023
H -2.47394 2.64124 0.65450
H -2.10733 3.79432 -0.64659
H -3.19225 1.80820 -3.72672
H -1.59337 4.15411 -2.73783
H -0.71840 2.74372 -3.35833
H -2.91888 3.49447 -5.17386
H 0.05287 3.64929 -5.66143
H -0.61351 2.03277 -5.40804
H -1.15207 3.09664 -6.79037
H -3.90445 4.78584 -3.72765
H -5.82671 5.96258 -2.80806
H -7.09572 4.99607 -0.88072
H -6.44213 2.86164 0.04502
H -4.51823 1.66648 -0.85325
*
```

Computed properties:
**Total energy**: -62164.9403 eV
**SMILES**: CC[C@H](I)[C@](O)(CCCCCCCOC)OC[C@H](CC(=O)I)O[C@H](C[C@H](C)I)c1ccccc1